The following is a DFT calculation (ωB97M-V/def2-TZVPD) of C24H32B2N12S2Sn as an isolated structure.

Structure (XYZ):
```
73
Properties=species:S:1:pos:R:3
Sn 0.2635 -0.6523 -0.4645
C -0.9397 -2.1153 2.7000
C -0.1864 -0.8391 2.6941
C 0.0808 0.0075 3.7504
C 0.8953 1.0076 3.2393
N 1.1211 0.7774 1.9507
N 0.4433 -0.3596 1.5880
B 2.0267 1.5421 0.9200
N 2.8830 0.4424 0.1900
C 4.2111 0.3546 0.1451
C 4.5700 -0.6783 -0.7029
C 3.3896 -1.2111 -1.1851
C 3.2511 -2.3187 -2.1709
N 2.3510 -0.5174 -0.6393
N 1.0635 2.1751 -0.1423
C 0.8569 3.4303 -0.5439
C -0.0759 3.4397 -1.5723
C -0.4215 2.1215 -1.7860
C -1.2901 1.5367 -2.8463
N 0.2577 1.3578 -0.8943
N 2.9014 2.5115 1.6049
C 3.7155 2.2987 2.6905
C 4.6006 3.3286 2.7608
C 4.2912 4.1576 1.6494
C 4.9643 5.4250 1.2419
N 3.2916 3.6597 0.9532
H -1.7220 -2.0887 3.4571
H -1.3816 -2.3319 1.7312
H -0.2769 -2.9470 2.9471
H -0.2517 -0.0999 4.7686
H 1.3341 1.8662 3.7220
H 4.8231 1.0429 0.7067
H 5.5687 -0.9941 -0.9507
H 4.1880 -2.4286 -2.7121
H 3.0477 -3.2717 -1.6789
H 2.4693 -2.1181 -2.9009
H 1.4259 4.2247 -0.0894
H -0.4309 4.3003 -2.1128
H -0.8793 1.7782 -3.8274
H -1.3545 0.4463 -2.7844
H -2.2985 1.9467 -2.8022
H 3.6162 1.4272 3.3191
H 5.3650 3.4855 3.5027
H 5.0112 6.1207 2.0790
H 5.9898 5.2258 0.9292
H 4.4332 5.8939 0.4177
C -0.9334 -2.3645 -4.6593
N -1.9106 -2.5749 -3.5816
C -3.2617 -2.6517 -3.7587
C -3.8064 -2.9092 -2.5369
N -2.7898 -2.9960 -1.6290
B -2.9303 -3.5056 -0.1597
N -3.8111 -2.4428 0.6434
C -4.7262 -2.7455 1.5505
C -5.1452 -1.5492 2.1780
N -4.4563 -0.5559 1.6249
C -4.6204 0.8745 1.9326
C -3.5979 -1.0745 0.6665
S -2.6265 -0.1829 -0.3393
C -1.6396 -2.7926 -2.2773
S -0.0213 -2.7097 -1.6355
H -1.4156 -2.6072 -5.6012
H -0.0826 -3.0233 -4.5138
H -0.6092 -1.3256 -4.6704
H -3.7241 -2.5515 -4.7260
H -4.8370 -3.0673 -2.2700
H -3.4685 -4.5679 -0.1293
H -1.8509 -3.5196 0.3454
H -5.0661 -3.7555 1.7222
H -5.8833 -1.3989 2.9509
H -4.9477 0.9649 2.9642
H -5.3649 1.3000 1.2630
H -3.6660 1.3721 1.7945
```

Results
- <S²> = 0.766
- largest force on an atom (eV Å⁻¹) = 0.61
- E_HOMO (alpha / beta) (eV) = -15.96 / -15.96
- total energy (eV) = -72122.7896
- multiplicity = 2
- charge = +3



The following is a DFT calculation (ωB97M-V/def2-TZVPD) of C24H32BrN2ORuS4SbSi2Te as an isolated structure.

Structure (XYZ):
```
69
Properties=species:S:1:pos:R:3
Ru -1.3169 0.3456 0.8180
Br -3.8823 1.2813 -6.1972
C -3.3015 0.6822 -4.4932
C -3.1728 -0.6913 -4.2468
C -2.7592 -1.1299 -3.0187
C -2.4402 -0.2400 -1.9538
O -2.0461 -0.7523 -0.8428
C -2.5786 1.1596 -2.2297
C -2.3413 2.2122 -1.2882
N -1.8751 2.0918 -0.0930
C -1.7885 3.2131 0.7625
C -2.4078 4.4249 0.5855
C -2.1778 5.4834 1.4845
C -1.3271 5.3367 2.5429
C -0.6996 4.0918 2.7733
C 0.2136 3.8635 3.8295
C 0.7904 2.6378 3.9538
C 0.4080 1.6063 3.0742
N -0.4741 1.7583 2.1165
C -0.9810 3.0183 1.9102
C -3.0156 1.5788 -3.5066
H -3.4071 -1.4018 -5.0286
H -2.6723 -2.1887 -2.8144
H -2.5832 3.2113 -1.6491
H -3.0863 4.5818 -0.2416
H -2.6802 6.4272 1.3206
H -1.1319 6.1596 3.2183
H 0.4523 4.6708 4.5107
H 1.5172 2.4243 4.7248
H 0.8558 0.6288 3.1628
H -3.1259 2.6396 -3.6974
S -0.1697 -3.9053 4.5908
Sb 0.0436 -1.7700 4.0503
S -1.6879 -1.5833 2.1896
S -3.0419 -0.0395 2.3852
S 1.9361 -1.8192 1.9661
C 4.5786 1.7164 -1.7877
Si 3.7801 0.7233 -0.4183
C 5.0128 -0.4556 0.3407
C 3.0501 1.8859 0.8596
C 2.3727 -0.2688 -1.2129
Te 0.8379 -0.9832 0.0901
C 0.4904 -2.7574 -0.9994
Si -0.4479 -4.3049 -0.3747
C -0.1581 -5.4832 -1.8094
C 0.4052 -4.9760 1.1361
C -2.2848 -4.0937 -0.1335
H 5.3979 2.3194 -1.3899
H 3.8613 2.3954 -2.2541
H 4.9878 1.0722 -2.5686
H 5.9781 0.0357 0.4815
H 5.1753 -1.3254 -0.2995
H 4.6657 -0.8176 1.3091
H 3.0054 1.4087 1.8403
H 2.0371 2.1946 0.5853
H 3.6541 2.7910 0.9516
H 2.7591 -1.1192 -1.7778
H 1.7951 0.3673 -1.8899
H 1.5089 -3.1049 -1.1997
H 0.0605 -2.4000 -1.9403
H 0.9040 -5.6758 -1.9755
H -0.5835 -5.0974 -2.7391
H -0.6401 -6.4416 -1.6007
H 1.4893 -4.8659 1.0693
H 0.1812 -6.0426 1.2255
H 0.0861 -4.4991 2.0639
H -2.8208 -4.3341 -1.0550
H -2.5591 -3.0840 0.1653
H -2.6250 -4.7875 0.6387
```

Results
- largest force on an atom (eV Å⁻¹) = 0.70
- E_HOMO (eV) = -7.12
- total energy (eV) = -175990.7856
- multiplicity = 1



The following is a DFT calculation (ωB97M-V/def2-TZVPD) of C24H32IN3Os as an isolated structure in a non-equilibrium geometry.

Structure (XYZ):
```
61
Properties=species:S:1:pos:R:3
C 3.3819 3.9995 0.8829
C 4.5246 3.0572 0.5185
H 3.1151 4.6344 0.0336
H 3.6504 4.6527 1.7206
H 2.4773 3.4421 1.1634
H 4.2100 2.3044 -0.2095
H 5.3528 3.6209 0.0774
H 4.9157 2.5398 1.3996
C -2.8745 0.7585 -0.4764
C -4.0459 0.7478 -1.2159
C -4.2545 -0.2254 -2.2009
C -3.2405 -1.1295 -2.4761
H -2.6489 1.4804 0.3042
H -4.7849 1.5215 -1.0102
H -5.1923 -0.2625 -2.7563
H -3.2887 -1.9172 -3.2292
N -1.8671 -0.1040 -0.7783
C -2.0275 -1.0091 -1.7894
C -0.8637 -1.8147 -1.9835
N 0.1722 -1.4163 -1.1679
C 1.3126 -2.1598 -1.0942
C 0.3318 -3.7980 -2.5746
C 1.3765 -3.3769 -1.7448
H 2.0923 -1.7242 -0.4734
H 2.2505 -3.9976 -1.5853
C -0.7795 -2.9872 -2.7424
H -1.6328 -3.2328 -3.3776
H 0.3799 -4.7630 -3.0734
Os -0.1538 -0.1918 0.3566
I 0.3508 2.1707 0.4303
C -0.7644 0.3202 6.7084
C -0.1002 0.2012 5.3659
C 1.1586 0.7807 5.1323
C 1.8181 0.6411 3.9073
C 3.1489 1.3021 3.6809
C 1.2144 -0.1302 2.9026
C -0.0927 -0.6356 3.0823
C -0.7331 -0.4870 4.3338
N -0.6797 -1.2193 1.9482
C -1.5824 -2.4406 2.1203
C -1.0511 -3.3259 3.2561
C -3.0123 -1.9688 2.3643
C -1.5790 -3.2944 0.8669
H -0.1901 -0.1832 7.4968
H -0.8584 1.3705 7.0070
H -1.7604 -0.1332 6.6626
H 1.6426 1.3599 5.9230
H 3.0826 2.3744 3.9062
H 3.9387 0.8906 4.3281
H 3.4707 1.1858 2.6405
H 1.7714 -0.4057 1.9872
H -1.7340 -0.9037 4.4690
H -1.2019 -2.8840 4.2422
H -1.5931 -4.2847 3.2452
H 0.0122 -3.5550 3.1034
H -3.3941 -1.4349 1.4816
H -3.6545 -2.8506 2.5366
H -3.0913 -1.3246 3.2429
H -2.0443 -2.7887 0.0130
H -0.5720 -3.6340 0.5972
H -2.1863 -4.1968 1.0599
```

Results
- <S²> = 6.058
- largest force on an atom (eV Å⁻¹) = 3.64
- E_HOMO (alpha / beta) (eV) = -13.28 / -14.79
- total energy (eV) = -40428.5461
- multiplicity = 5
- charge = +2



The following is a DFT calculation (ωB97M-V/def2-TZVPD) of a 2-piece molecular cluster, C24H32INO4 overall in a non-equilibrium geometry.

Structure (XYZ):
```
62
Properties=species:S:1:pos:R:3
C 0.3594 0.4353 -1.2415
C -0.2804 1.7945 -0.5855
C 0.8279 2.4349 0.4300
C 1.8525 3.5279 -0.2129
C 2.0648 3.4641 -1.8298
C 3.0790 2.2968 -2.3699
N 4.1885 1.9092 -1.4214
C 4.2215 1.0918 -0.1499
C 5.8325 1.0724 0.2736
C 6.7793 1.8967 -0.7933
C 5.5841 2.3800 -1.8236
O -1.1670 2.6598 -1.3789
C -2.1705 3.3152 -0.5258
O -2.7811 4.4675 -0.8133
O -2.2342 2.4187 0.6426
C -1.4723 1.1493 0.3962
C -2.6651 0.2567 -0.3641
C -4.0046 0.0420 0.5549
C -4.8303 -1.3568 0.1707
I -4.7550 -1.8512 -1.9735
C -0.9946 0.5068 1.8405
C -0.5728 -1.1043 1.9527
C -0.0564 -1.6969 3.4275
C 0.0625 -0.7920 4.7931
C -0.3931 0.7836 4.6925
C -0.8982 1.3658 3.2452
H 0.2867 0.4108 -2.4101
H -0.0349 -0.5754 -0.7423
H 1.5228 0.4548 -0.9732
H 0.2237 3.0043 1.2880
H 1.4597 1.6091 1.0126
H 1.4120 4.6070 0.0348
H 2.8805 3.4787 0.3879
H 2.5656 4.5023 -2.1419
H 1.0830 3.3892 -2.4683
H 3.6125 2.7402 -3.3413
H 2.5250 1.3157 -2.7616
H 3.2979 0.5852 0.3609
H 6.3149 0.5250 1.2132
H 7.9388 2.0621 -0.8240
H 5.8899 3.0031 -2.7711
H -2.9677 0.6935 -1.4066
H -2.1971 -0.8248 -0.5540
H -4.7849 0.9172 0.3336
H -3.7956 -0.0096 1.7078
H -5.9855 -1.2239 0.4404
H -4.4215 -2.2389 0.8298
H -0.6277 -1.8471 1.0375
H 0.2642 -2.8425 3.4925
H 0.4530 -1.2156 5.8174
H -0.3443 1.5422 5.6114
H -1.1967 2.5132 3.1746
C -3.0507 -5.6375 -0.4920
C -1.7377 -5.4256 -1.1970
O -1.0190 -4.4630 -0.9328
C -1.3378 -6.4370 -2.2377
H -3.2083 -4.8307 0.2317
H -3.8684 -5.6219 -1.2169
H -3.0352 -6.5899 0.0439
H -2.0792 -6.4570 -3.0405
H -1.2460 -7.4250 -1.7796
H -0.3683 -6.1563 -2.6629
```

Results
- largest force on an atom (eV Å⁻¹) = 9.52
- E_HOMO (eV) = -7.72
- SMILES = C[C@@]1(CCCCn2cccc2)OC(=O)O[C@]1(CCCI)c1ccccc1.CC(C)=O
- total energy (eV) = -43168.4506
- multiplicity = 1